Entry 1:
Computed, not measured: a molecular structure, C24H38AsF5N2P2PtSbSe5Si2, with ωB97M-V/def2-TZVPD.

Output
Energy in eV: -473762.575
Expectation value of S²: 6.0374
LUMO energy (alpha / beta) in eV: 1.92 / 0.06
Energy above the lowest of the compared OMol25 structures with the same formula, charge and spin in eV: 0.000
Highest occupied orbital energy (alpha / beta) in eV: -3.57 / -4.84

```
! RIJCOSX wB97M-V def2-TZVPD def2/J DEFGRID3
* xyz -1 5
Pt -0.06 0.54 -0.15
C -1.28 3.33 3.03
P -1.62 2.32 1.51
C -3.40 1.93 1.81
C -1.81 3.73 0.31
C -1.78 3.24 -1.13
P -0.20 2.42 -1.67
C 1.00 3.77 -2.02
C -0.68 2.16 -3.42
H -1.90 4.22 3.04
H -0.24 3.62 3.04
H -1.48 2.74 3.92
H -3.93 2.79 2.20
H -3.47 1.11 2.52
H -3.85 1.60 0.87
H -1.01 4.44 0.49
H -2.77 4.23 0.51
H -1.99 4.06 -1.82
H -2.55 2.47 -1.27
H 0.51 4.55 -2.59
H 1.77 3.32 -2.64
H 1.47 4.19 -1.14
H -0.78 3.14 -3.89
H -1.60 1.61 -3.53
H 0.11 1.62 -3.95
C -0.91 -0.13 4.16
Si -0.83 -1.81 3.24
C 0.53 -2.86 4.10
C -2.57 -2.62 3.42
As -0.63 -1.51 0.88
Si 0.18 -3.56 -0.04
C 2.09 -3.62 -0.08
C -0.58 -3.95 -1.75
C -0.48 -4.95 1.11
H -0.78 -0.25 5.24
H -1.86 0.36 3.99
H -0.12 0.53 3.81
H 0.11 -3.61 4.75
H 1.18 -2.23 4.70
H 1.15 -3.36 3.36
H -2.91 -2.71 4.44
H -2.58 -3.61 2.97
H -3.30 -2.01 2.87
H 2.50 -2.71 -0.54
H 2.46 -4.46 -0.65
H 2.51 -3.69 0.92
H -0.04 -3.46 -2.55
H -1.62 -3.65 -1.82
H -0.53 -5.02 -1.94
H -0.30 -4.75 2.16
H -0.02 -5.91 0.88
H -1.56 -5.07 0.99
Se -3.27 -0.38 -1.52
N -1.45 -0.14 -1.55
C -0.95 -0.74 -2.65
C 0.40 -0.84 -2.96
C 0.77 -1.36 -4.19
C -0.19 -1.80 -5.09
C -1.54 -1.77 -4.77
C -1.95 -1.26 -3.54
N -3.22 -1.20 -3.11
H 1.14 -0.51 -2.24
H 1.82 -1.44 -4.44
H 0.11 -2.20 -6.04
H -2.29 -2.11 -5.47
Se 5.10 -0.97 -4.58
Sb 4.20 1.22 -3.84
Se 3.39 0.95 -1.48
Se 2.43 1.97 -5.42
Se 5.98 2.97 -3.80
F 0.98 3.35 0.87
C 1.77 2.39 1.40
C 1.46 1.05 1.13
C 2.29 0.17 1.82
F 2.10 -1.17 1.71
C 3.32 0.55 2.68
F 4.01 -0.39 3.34
C 3.60 1.89 2.86
F 4.60 2.29 3.67
C 2.81 2.82 2.20
F 3.03 4.14 2.36
*
```

Results of the Löwdin charge analysis, in e, for atoms 1 through 6: number 1, Pt, carries 0.534; number 2, C, carries -0.268; number 3, P, carries 0.849; number 4, C, carries -0.278; number 5, C, carries -0.417; number 6, C, carries -0.408



Entry 2:
Computed, not measured: a molecular structure, C31H45LiN3O2P2, with ωB97M-V/def2-TZVPD.

Output
Energy in eV: -60228.757
LUMO energy in eV: 2.55
Energy above the lowest of the compared OMol25 structures with the same formula, charge and spin in eV: 0.000
Highest occupied orbital energy in eV: -3.15

```
! RIJCOSX wB97M-V def2-TZVPD def2/J DEFGRID3
* xyz -1 1
Li -0.82 0.36 -1.18
C -2.88 -4.77 -1.05
C -2.84 -3.26 -0.68
C -3.63 -3.04 0.64
P -1.18 -2.32 -0.62
C -0.14 -3.53 -1.56
C 1.38 -3.26 -1.38
C -0.49 -3.40 -3.05
C -0.67 -2.60 1.06
C -0.80 -3.83 1.70
C -0.55 -4.01 3.07
C -0.62 -5.40 3.67
C -0.08 -2.90 3.82
C 0.20 -1.70 3.19
C 0.07 -1.56 1.76
N 0.60 -0.53 1.03
C 1.73 0.04 1.52
C 2.76 -0.71 2.25
C 3.93 -0.14 2.72
C 4.17 1.22 2.42
C 5.48 1.89 2.84
C 3.25 1.93 1.66
C 2.06 1.37 1.15
P 0.87 2.29 0.14
C 1.93 3.28 -1.01
C 3.26 2.67 -1.44
C 2.11 4.79 -0.72
C 0.07 3.55 1.27
C -1.36 3.16 1.65
C 0.91 3.82 2.54
H -3.92 -5.07 -1.29
H -2.46 -5.41 -0.27
H -2.36 -4.97 -1.99
H -3.39 -2.74 -1.52
H -3.36 -3.83 1.42
H -4.71 -3.15 0.43
H -3.52 -2.04 1.06
H -0.31 -4.55 -1.21
H 1.63 -2.31 -1.88
H 2.04 -4.00 -1.89
H 1.69 -3.17 -0.32
H -0.18 -2.43 -3.42
H -1.55 -3.45 -3.30
H 0.03 -4.17 -3.65
H -1.29 -4.65 1.11
H -1.49 -5.98 3.37
H -0.69 -5.30 4.77
H 0.30 -5.99 3.49
H 0.04 -2.98 4.90
H 0.67 -0.87 3.74
H 2.52 -1.71 2.48
H 4.62 -0.73 3.29
H 6.23 1.10 3.00
H 5.34 2.40 3.78
H 5.83 2.63 2.09
H 3.47 2.99 1.42
H 1.22 3.20 -1.86
H 4.00 2.69 -0.65
H 3.65 3.22 -2.30
H 3.17 1.62 -1.70
H 2.47 4.92 0.31
H 1.21 5.37 -0.88
H 2.93 5.16 -1.36
H 0.02 4.49 0.71
H -1.38 2.31 2.32
H -1.93 2.93 0.74
H -1.89 4.01 2.14
H 1.11 2.85 3.04
H 0.41 4.50 3.24
H 1.93 4.23 2.31
C -2.85 4.52 -4.10
N -2.81 3.09 -3.80
C -3.53 2.27 -4.64
C -3.59 0.95 -4.31
C -2.86 0.44 -3.21
O -2.81 -0.79 -2.97
N -2.12 1.29 -2.47
C -2.06 2.63 -2.74
O -1.40 3.41 -1.99
H -3.87 4.84 -4.35
H -2.17 4.71 -4.93
H -2.46 5.06 -3.21
H -4.01 2.78 -5.49
H -4.24 0.30 -4.88
*
```

Results of the Löwdin charge analysis, in e, for atoms 1 through 6: number 1, Li, carries 0.526; number 2, C, carries -0.135; number 3, C, carries -0.515; number 4, C, carries -0.135; number 5, P, carries 1.046; number 6, C, carries -0.569